Entry from OMol25: a cluster of 15 separate species, C68H75N15 in total at a distorted geometry (ωB97M-V with the def2-TZVPD basis set).

Computed properties:
orbital gap = 7.94 eV
LUMO energy = 0.23 eV
max |F| = 1.97 eV Å⁻¹

The geometry in XYZ format:
```
158
Properties=species:S:1:pos:R:3:forces:R:3
N -1.764305 2.349331 3.266982 -0.76 0.78 0.54
N 1.141982 -6.311219 2.331133 0.40 -0.05 -0.11
N -2.191078 -2.857778 3.946940 -0.01 -0.55 0.21
N -0.746311 0.563977 1.133122 -1.77 -0.14 -0.40
N 1.046948 5.931621 0.932310 0.16 0.42 -0.82
N 3.275706 3.347944 -2.444564 0.28 -0.47 0.26
N 4.381376 -0.207460 -4.809881 0.02 1.07 0.37
N -5.954335 1.536900 1.705430 -0.90 -0.17 0.01
N -2.831025 2.952511 -2.797490 0.94 0.47 -0.51
N -0.235754 -0.977957 -5.142503 -0.61 -0.16 -0.14
N 2.853999 2.774475 4.746545 0.08 -0.08 0.68
N -0.154973 -5.456038 -4.943077 -0.21 -0.22 -0.18
N -0.235512 3.787116 -3.887383 0.13 -0.64 0.55
N 0.260946 -1.629340 4.685251 0.18 0.34 0.24
N 5.997972 -1.520611 2.620075 -0.05 -0.63 0.14
C -2.497758 -2.050911 -6.382354 -0.49 0.39 0.41
C -5.598871 -0.593739 1.127805 -0.03 0.90 -0.10
C 0.855379 -2.158188 5.793228 -0.13 -0.34 -0.03
C 4.064162 3.238334 4.305248 -0.55 0.11 -0.16
C 0.262001 4.326693 -0.331411 0.35 -0.82 0.05
C 1.737512 -5.541467 -3.467891 -0.95 0.24 0.16
C -4.748238 0.948827 -2.697004 0.93 -0.02 -0.31
C 5.223714 -0.450195 2.744725 -0.02 -0.34 -0.44
C -2.557328 1.797378 -2.175653 -0.69 0.25 -0.29
C 4.309660 -2.458524 1.205492 -0.22 -0.68 -0.47
C -2.056897 -4.161607 4.233837 -0.38 0.17 -0.68
C -3.079254 -5.080885 4.025392 0.72 0.15 0.04
C -5.190594 0.704589 0.951646 1.05 0.06 -0.32
C 1.364979 4.206065 -5.354279 -0.10 -0.34 -0.79
C 1.922010 2.784472 3.755986 0.54 0.10 -0.48
C 3.704093 -0.654450 -2.572558 0.37 -0.14 -0.10
C 2.553574 3.269465 2.635855 -0.19 -0.33 -0.09
C -4.309243 -4.642838 3.559852 0.61 -0.35 -0.97
C -0.831548 -0.867029 -0.560895 -1.05 0.01 -0.33
C 0.052160 -3.915272 1.350966 0.32 -0.32 0.11
C -0.843185 -4.817801 -4.013667 0.16 -0.24 0.66
C -3.898229 2.823174 4.319479 0.49 0.16 0.99
C -6.945836 0.802662 2.301133 -0.06 -0.81 -0.15
C 1.579204 -5.126311 2.769200 0.00 0.12 -1.04
C -3.367238 3.967970 4.913467 -0.18 -0.04 -0.65
C -3.493960 0.792387 -2.112910 -0.63 -0.62 0.85
C 5.521452 -2.538117 1.881203 -0.12 1.01 -0.01
C 1.460927 2.851346 -4.984461 -0.40 -0.98 0.94
C -0.304144 -4.483160 -2.770414 -0.43 -0.22 0.05
C 1.074802 -3.914624 2.293604 0.12 0.12 0.19
C 0.510099 2.630234 -3.998689 -0.45 0.69 -0.73
C 0.985609 -4.873680 -2.485061 1.00 -0.80 -0.38
C -0.336059 -5.151466 0.855757 -0.20 0.43 -0.41
C -2.097285 4.370501 4.538327 -0.27 -0.28 0.39
C 2.706051 -1.870554 -4.373505 0.23 0.31 -0.10
C 1.346092 5.152662 -0.158670 -0.42 0.10 0.76
C 0.343515 0.784034 0.372834 1.06 -0.10 0.15
C 2.248182 -0.658401 4.891835 -0.26 0.10 -0.30
C -6.735451 -0.517779 1.970155 -0.26 -0.33 0.21
C 4.013949 -0.314080 2.077113 -0.18 1.07 0.34
C -1.387191 -1.136151 -4.484076 -0.16 -0.31 0.19
C 2.889158 -1.699247 -3.018015 -0.26 0.85 0.47
C 4.416218 4.078662 -2.240855 -0.53 0.57 0.23
C 3.526471 -1.317072 1.268455 0.51 -0.01 0.60
C 3.903504 3.563805 2.975488 -0.19 -0.04 -0.08
C -3.031902 2.029636 3.591767 0.23 -0.44 -0.71
C -0.239482 -1.346837 -6.421107 0.51 0.00 -0.43
C -4.440494 -3.303125 3.217667 0.08 -0.63 0.47
C 4.906487 3.769759 -0.991877 0.07 -0.36 -0.07
C 0.250467 -6.296733 1.343895 -0.66 -0.28 0.71
C -2.548499 -1.685384 -5.038880 0.89 -0.15 -0.36
C -1.554327 -0.363831 0.498716 1.17 -0.22 0.79
C 2.108485 -1.618837 5.924526 0.17 0.43 0.03
C -1.350370 3.546545 3.701883 -0.02 0.22 0.06
C -3.353711 -2.469104 3.447628 -0.99 0.50 0.12
C 0.273536 4.733661 -4.704639 0.77 0.60 -0.48
C -0.212407 5.667556 1.379380 0.26 0.10 1.18
C -3.958913 3.101042 -3.474068 -0.78 -1.68 0.66
C 1.095941 -0.687625 4.135028 -0.10 -0.35 0.22
C 3.431969 -1.030771 -5.221042 0.33 -0.91 -0.11
C 4.104875 2.713590 -0.482123 -0.15 0.04 0.09
C -4.942834 2.086996 -3.433408 -0.44 0.99 -0.50
C 3.108212 2.485193 -1.393004 -0.18 0.26 -0.13
C -1.332876 -1.849240 -7.102641 -0.64 -0.12 0.27
C 0.366127 -0.125252 -0.669236 -0.01 0.43 0.30
C 1.098659 -5.819388 -4.668191 0.09 0.03 -0.22
C -0.676629 4.565642 0.722361 0.04 0.53 -1.65
C 4.483995 0.035879 -3.494326 -0.53 -0.83 -0.24
H 1.972578 4.650263 -6.126776 -0.12 0.30 0.11
H -3.325598 -0.063816 -1.472681 0.31 -0.14 -0.29
H 4.597680 3.970069 2.258427 0.29 -0.03 0.26
H 4.841481 3.321326 5.045606 0.32 0.09 -0.34
H 2.012421 -2.609968 -4.746222 -0.01 0.03 -0.12
H -0.398773 -3.001054 0.986364 0.10 0.08 0.04
H -4.134615 3.988398 -4.063768 0.20 0.25 0.14
H -1.115744 3.797498 -3.372065 0.14 0.29 0.02
H -0.067890 5.749368 -4.818364 -0.43 -0.13 0.35
H 2.297563 -2.256502 -2.301173 0.09 -0.18 -0.02
H -3.356987 1.075865 3.189005 -0.19 -0.03 0.09
H -1.576066 1.655674 -1.736667 0.01 0.22 0.16
H 3.794806 -0.374068 -1.530675 -0.05 -0.24 0.08
H 2.046435 2.044577 -5.399310 0.44 0.28 0.10
H 1.538296 -6.427277 -5.452469 0.38 0.16 0.11
H -5.490159 0.162858 -2.671329 -0.06 0.05 0.20
H -0.964989 -4.062792 -2.022646 0.17 0.15 0.07
H 3.340565 -1.101832 -6.300068 -0.15 -0.11 -0.02
H 2.115325 3.298745 1.648505 0.03 0.32 0.03
H -1.084915 1.086380 1.948873 0.53 0.33 -0.26
H -0.643540 -1.971082 4.338645 0.16 0.42 -0.04
H -1.637569 4.079659 0.753223 -0.07 0.13 0.35
H -4.898416 2.513932 4.588614 -0.01 -0.24 -0.26
H 5.570900 0.344831 3.395041 0.09 0.02 -0.05
H -5.026445 -5.390730 3.243964 -0.33 0.18 0.34
H 1.154001 -0.217075 -1.399865 -0.09 -0.04 -0.09
H 4.719693 4.813267 -2.967735 0.06 0.03 0.05
H 2.334080 5.272488 -0.574887 -0.16 -0.35 -0.45
H 2.464258 -5.132745 3.392705 -0.24 -0.04 0.43
H 0.269895 1.778651 -3.383403 -0.02 -0.19 -0.24
H 0.918482 2.423819 3.869367 0.06 -0.21 0.26
H 1.452400 -4.857798 -1.507126 -0.34 0.62 0.16
H -5.362760 -2.942150 2.788367 0.06 0.23 0.01
H 6.156179 -3.408840 1.799909 -0.01 -0.11 0.01
H -0.636432 6.279868 2.161051 -0.03 -0.19 0.06
H -5.889722 2.210610 -3.947976 0.13 0.19 -0.11
H 1.658030 6.680032 1.202808 -0.23 0.09 0.33
H -2.789091 -6.120501 4.105220 -0.47 -0.11 0.27
H -7.343011 -1.360718 2.263080 -0.10 0.16 0.10
H -1.325721 -2.083534 -8.157324 0.34 -0.03 0.00
H 4.237985 2.198739 0.456117 -0.03 0.02 -0.01
H 2.641785 3.389086 -3.240375 0.37 -0.01 0.09
H 0.800238 -0.130641 3.261533 0.07 -0.03 -0.06
H -3.428632 -1.907910 -4.452835 -0.02 0.28 0.14
H -3.403564 -2.429657 -6.839726 0.14 -0.16 -0.17
H -1.073599 -4.515640 4.518912 0.06 0.18 0.18
H 2.564472 -1.225719 0.780572 0.04 -0.06 -0.12
H 2.263917 1.817895 -1.355991 0.03 -0.04 -0.09
H 0.146955 3.559215 -1.081302 0.17 0.02 -0.01
H 3.489713 0.623274 2.244461 -0.22 -0.13 -0.15
H 3.081382 0.004828 4.734965 0.08 -0.10 -0.08
H -3.957301 4.553511 5.606049 -0.02 0.05 -0.04
H -5.116252 -1.431640 0.653239 -0.21 -0.18 0.06
H -4.407345 1.071270 0.307134 0.08 0.16 0.25
H 1.061512 1.542555 0.650923 0.00 -0.09 -0.01
H -1.242656 -1.602106 -1.238357 0.31 -0.11 -0.05
H 0.700009 -1.267264 -6.960387 0.07 0.20 0.13
H -1.068400 -5.255627 0.064426 -0.08 0.13 0.07
H -7.804660 1.230125 2.789219 0.25 0.21 0.25
H 5.718046 4.223480 -0.446333 0.21 0.02 -0.33
H 0.292421 -2.829693 6.422387 0.20 -0.20 -0.06
H -0.388091 3.902139 3.368754 0.12 -0.20 -0.03
H -0.151625 -7.242332 0.991771 0.41 -0.17 0.03
H -2.489769 -0.653902 0.950591 -0.03 -0.08 -0.11
H -1.705420 5.285550 4.960419 0.28 0.00 -0.23
H 3.957577 -3.295790 0.611175 0.16 -0.07 0.06
H 5.208628 0.762717 -3.151375 0.03 0.12 -0.16
H -3.525429 -1.412721 3.259492 0.45 0.06 -0.12
H 2.719893 2.468266 5.693562 -0.24 -0.10 -0.05
H -1.352832 -0.862415 -3.435095 -0.11 0.12 0.02
H 2.876189 -1.827362 6.651216 -0.23 -0.13 0.20
H 2.729689 -5.896210 -3.234156 0.06 -0.04 -0.15
H -5.889320 2.533074 1.797908 0.23 0.07 -0.28
H -1.913853 -4.725817 -4.165687 0.09 0.44 -0.30
H 1.513604 -2.991533 2.653635 -0.13 0.02 0.08
```
Forces are in eV/Å.